[1]
Molecular formula: C5H10N3
Method: DFT, wB97M-V/def2-TZVPD

Geometry (Å):
H  1.796354  2.172370  1.100624
N  1.697222  1.201612  0.737217
C  2.562673  0.342362  0.492115
C  2.267838  -0.855672  -0.278736
C  1.029853  -1.034721  -0.729125
N  0.054332  -0.104000  -0.512040
N  -1.100571  0.004496  -0.152779
C  -1.968539  -1.039255  0.285708
C  -1.717537  1.278784  -0.225284
H  3.628279  0.630695  0.724212
H  3.080577  -1.543728  -0.419175
H  0.784925  -1.828300  -1.388469
H  -1.857471  -1.929219  -0.494578
H  -1.562546  -1.418900  1.273581
H  -3.021270  -0.651456  0.429736
H  -2.600779  1.121122  -0.781902
H  -2.032619  1.709705  0.745139
H  -1.040728  1.944099  -0.806239

Atoms 1-6, force components in eV/Å:
H 0.96 -1.37 -0.33
N -2.98 0.94 0.66
C 2.84 1.59 0.27
C 0.32 0.49 1.14
C -0.87 -0.52 0.03
N 1.27 2.01 -0.54

## Properties
Max |F| in eV/A: 3.5
Structure (SMILES): [H]/N=C/C=C\N=[N+](C)C
Relative energy (zero: lowest compared OMol25 entry of this formula, charge and spin) in kJ/mol: 466.9
Frontier orbital gap (alpha / beta) in eV: 7.98 / 7.98
Total charge: +1
Highest occupied orbital energy (alpha / beta) in eV: -13.1 / -13.1


[2]
Molecular formula: C5H10N3
Method: DFT, wB97M-V/def2-TZVPD

Geometry (Å):
C  0.697974  -1.135206  -1.649362
C  -0.348969  1.882986  -1.469673
C  0.441046  0.458450  0.633505
C  0.368009  -1.929673  0.522460
C  -0.102122  0.605673  -0.779333
N  0.768620  -1.931542  -0.726265
N  -1.388893  0.916700  -1.085186
N  -0.305534  -0.690431  1.245846
H  0.902373  -1.277834  -2.703753
H  -0.358890  2.803228  -0.914644
H  -0.164416  1.913678  -2.559938
H  1.582622  0.197969  0.681851
H  0.244630  1.377105  1.204635
H  -0.524223  -2.615677  0.597442
H  1.045961  -2.183438  1.379712
H  -2.276740  0.929467  -0.625843
H  -0.040867  -0.741115  2.207490
H  -1.413154  -0.742495  1.236074

Atoms 1-6, force components in eV/Å:
C -2.08 4.75 1.41
C -0.97 -0.48 -0.91
C 0.35 0.88 -0.32
C -2.97 -2.36 4.93
C 2.34 -2.88 -0.75
N 1.83 -1.57 -2.00

## Properties
Max |F| in eV/A: 6.2
Relative energy (zero: lowest compared OMol25 entry of this formula, charge and spin) in kJ/mol: 598.3
Frontier orbital gap in eV: 8.43
Total charge: +1
Highest occupied orbital energy in eV: -12.0


[3]
Molecular formula: C5H10N3
Method: DFT, wB97M-V/def2-TZVPD

Geometry (Å):
C  -1.272608  -1.235837  0.009171
C  0.248248  -1.401409  -0.096654
C  -1.691595  0.109460  -0.359081
C  1.320317  0.710775  -0.201434
C  0.305686  1.258412  -1.077830
N  0.776251  -0.345858  0.747955
N  -0.983221  1.139422  -0.652083
N  1.374608  2.082858  0.338715
H  -1.914705  -1.819559  -0.633585
H  -1.775237  -1.402965  1.049923
H  0.751088  -2.395564  0.182717
H  0.404994  -1.372256  -1.247855
H  -2.750481  0.224687  -0.332568
H  2.396736  0.490133  -0.558917
H  1.548255  -0.624432  1.322358
H  -1.491771  2.008908  -0.734111
H  0.608169  2.406306  0.932546
H  2.203707  2.640959  0.097932

Atoms 1-6, force components in eV/Å:
C -0.59 -0.54 1.49
C -0.17 -2.38 -0.92
C -1.54 -1.93 1.31
C 1.95 0.04 1.19
C -1.50 -1.39 0.59
N 1.24 2.35 -2.35

## Properties
Expectation value of S²: 2.024
Max |F| in eV/A: 4.0
Multiplicity: 3
Relative energy (zero: lowest compared OMol25 entry of this formula, charge and spin) in kJ/mol: 294.3
Frontier orbital gap (alpha / beta) in eV: 7.31 / 8.01
Total charge: +1
Highest occupied orbital energy (alpha / beta) in eV: -11.2 / -14.0


[4]
Molecular formula: C5H10N3O
Method: DFT, wB97M-V/def2-TZVPD

Geometry (Å):
C  -3.078328  -0.739203  -0.236957
C  0.259444  2.013229  -0.062928
C  -0.895365  -1.556293  -0.161527
C  0.347007  -1.338993  0.206940
C  2.706186  -0.688686  0.423052
N  -1.842937  -0.650904  0.060374
N  -0.469624  1.485985  0.810663
N  1.408976  -1.257224  0.703268
O  2.734653  -0.120206  -0.863455
H  -3.907353  0.014350  -0.085123
H  -3.460392  -1.706471  -0.855278
H  0.806655  1.432163  -0.830619
H  0.468032  3.070286  -0.062902
H  -1.285379  -2.324320  -0.720709
H  2.705703  0.172957  1.199245
H  3.549463  -1.496161  0.369243
H  -1.204755  0.309174  0.486088
H  -1.126557  2.026408  1.291371
H  2.481611  -0.579263  -1.643072

Atoms 1-6, force components in eV/Å:
C -2.06 -1.92 -1.95
C 1.23 0.52 -0.51
C 0.25 -0.73 -0.63
C 0.14 -0.45 0.09
C 0.24 -0.23 -1.12
N -1.16 3.92 1.51

## Properties
Max |F| in eV/A: 4.4
Relative energy (zero: lowest compared OMol25 entry of this formula, charge and spin) in kJ/mol: 461.0
Frontier orbital gap in eV: 8.88
Total charge: +1
Highest occupied orbital energy in eV: -12.6


[5]
Molecular formula: C5H10N3O
Method: DFT, wB97M-V/def2-TZVPD

Geometry (Å):
C  -0.688576  0.770963  2.520603
C  0.583221  1.947718  0.785152
C  0.541063  1.148308  -0.623292
C  0.395013  -2.742043  0.205343
C  -1.592611  0.424105  -0.380161
N  -0.523486  1.568096  1.624316
N  -0.803655  1.143767  -1.107736
N  -0.211443  -1.899333  0.889805
O  -1.045695  -0.018987  3.283037
H  1.590960  1.788393  1.247217
H  0.451490  3.105706  0.655999
H  1.178331  1.614665  -1.230979
H  0.954501  0.160305  -0.492340
H  -0.127446  -2.854153  -0.724990
H  1.401678  -3.301144  0.371334
H  -2.688946  0.388131  -0.437802
H  -0.991128  1.870953  -1.712966
H  0.240939  -1.703817  1.759269
H  -1.227660  -0.511483  0.092881

Atoms 1-6, force components in eV/Å:
C -0.50 -0.45 -0.39
C 0.22 1.71 -0.51
C -0.57 -0.43 3.67
C 1.54 -1.27 -1.32
C -1.53 -1.20 -1.29
N 0.46 -0.05 -0.38

## Properties
Max |F| in eV/A: 4.1
Relative energy (zero: lowest compared OMol25 entry of this formula, charge and spin) in kJ/mol: 299.6
Frontier orbital gap in eV: 9.55
Total charge: +1
Highest occupied orbital energy in eV: -14.2


[6]
Molecular formula: C5H10N3O
Method: DFT, wB97M-V/def2-TZVPD

Geometry (Å):
C  -2.125062  0.028914  0.162791
C  -1.234518  0.945630  -0.855905
C  -0.233111  1.720147  0.041037
C  -0.587365  -1.900777  -0.191640
C  0.846690  -0.308779  1.146697
N  0.672689  -1.399418  0.281068
N  -1.786460  -1.219551  -0.021302
N  1.026120  1.033897  0.393278
O  -2.916553  0.605166  0.820195
H  -0.801049  0.223152  -1.586248
H  -1.903311  1.691431  -1.184971
H  0.062641  2.558279  -0.677653
H  -0.793544  1.962215  0.957390
H  -0.430052  -2.020276  -1.246879
H  -1.035698  -2.788701  0.571929
H  -0.045938  -0.223573  1.675789
H  1.608566  -0.377368  1.847972
H  1.573525  -1.553026  -0.174764
H  1.652394  0.822410  -0.390675

Atoms 1-6, force components in eV/Å:
C 1.02 2.32 -0.71
C 0.85 -2.42 1.02
C 1.52 -0.40 -1.11
C -0.85 -0.33 1.72
C -1.20 1.44 -0.67
N 1.34 1.35 0.37

## Properties
Max |F| in eV/A: 2.9
Relative energy (zero: lowest compared OMol25 entry of this formula, charge and spin) in kJ/mol: 598.4
Frontier orbital gap (alpha / beta) in eV: 7.97 / 5.81
Total charge: +1
Highest occupied orbital energy (alpha / beta) in eV: -14.3 / -13.9


[7]
Molecular formula: C5H10N3O3
Method: DFT, wB97M-V/def2-TZVPD

Geometry (Å):
C  -1.698363  2.528313  -0.598742
O  -0.724809  1.557082  -0.976251
C  0.036632  0.895269  -0.120404
N  1.479805  1.125499  -0.376029
O  1.886293  2.323831  -0.409022
C  2.223101  0.045461  -0.322242
N  1.508297  -1.129172  -0.460113
C  0.100333  -1.151924  -0.402576
C  -0.324605  -1.647308  0.858057
N  -1.554511  -1.962929  1.175769
O  0.576414  -2.008412  1.763120
H  -1.499848  3.470817  -1.222620
H  -1.632291  2.876466  0.461144
H  -2.674331  2.200443  -0.915913
H  -0.112223  0.795071  0.932606
H  3.240901  0.120542  -0.632628
H  1.899889  -1.855323  -1.089857
H  -0.288507  -1.350129  -1.464380
H  -2.190165  -2.178508  0.473330
H  -1.665235  -2.534956  2.063253
H  1.413223  -2.120134  1.263497

Atoms 1-6, force components in eV/Å:
C 0.12 2.63 -0.19
O 0.93 -0.90 0.77
C 0.05 -0.90 -1.52
N 0.60 -0.89 0.82
O -0.52 0.08 -0.03
C -1.61 0.94 -1.64

## Properties
Max |F| in eV/A: 4.0
Structure (SMILES): CO/C=[N+]([O-])/C=[NH+]\C=C(\N)O
Relative energy (zero: lowest compared OMol25 entry of this formula, charge and spin) in kJ/mol: 529.3
Frontier orbital gap (alpha / beta) in eV: 7.07 / 7.07
Total charge: +1
Highest occupied orbital energy (alpha / beta) in eV: -11.8 / -11.8


[8]
Molecular formula: C5H10N3S2
Method: DFT, wB97M-V/def2-TZVPD

Geometry (Å):
C  -4.720283  0.664676  -0.082797
C  -0.077996  0.520400  -0.235956
C  -2.411436  0.575914  -0.101009
C  2.282998  0.729594  -0.005482
C  1.010746  -1.437082  0.492847
N  -3.581155  -0.066053  -0.125373
N  1.087903  0.013489  0.061436
N  -1.267759  -0.122825  -0.160537
S  -6.385374  0.428955  -0.094600
S  -7.480286  -1.193426  0.244875
H  -4.505601  1.825937  -0.096947
H  -0.094813  1.642043  -0.103852
H  -2.324658  1.621461  -0.152804
H  3.056885  0.481632  0.777893
H  2.693320  0.600491  -1.064993
H  1.982762  1.726757  0.255230
H  0.372394  -1.515549  1.404023
H  0.463394  -2.082860  -0.160082
H  2.031431  -1.898015  0.652784
H  -1.288172  -1.126699  0.078674

Atoms 1-6, force components in eV/Å:
C 1.32 2.04 -0.14
C -0.36 1.76 2.20
C -4.95 -1.44 -0.49
C 2.56 0.71 -0.72
C 1.16 0.04 1.08
N 1.73 0.32 0.50

## Properties
Max |F| in eV/A: 5.4
Relative energy (zero: lowest compared OMol25 entry of this formula, charge and spin) in kJ/mol: 311.9
Frontier orbital gap (alpha / beta) in eV: 6.68 / 6.00
Total charge: +1
Highest occupied orbital energy (alpha / beta) in eV: -11.5 / -11.0


[9]
Molecular formula: C5H10N4
Method: DFT, wB97M-V/def2-TZVPD

Geometry (Å):
H  1.088687  1.815740  -1.346840
N  0.380604  2.355218  -1.637319
C  -0.626340  1.850791  -1.121746
C  -2.033170  2.271849  -1.527271
N  -0.749652  0.846508  0.058974
N  0.323347  0.259147  0.778424
C  0.588102  -1.107275  0.516268
C  1.637635  -1.623683  1.400358
C  1.173492  -3.112566  1.839609
N  0.045198  -2.005584  -0.350002
H  -0.884203  -1.240739  -0.516417
H  -2.175903  2.663204  -0.518315
H  -1.797361  2.790713  -2.557015
H  -2.907904  1.400748  -1.496999
H  -1.835191  0.574463  0.178884
H  0.139558  0.316001  1.964821
H  2.283651  -0.933477  1.939165
H  0.013169  -3.349254  1.294393
H  1.640695  -3.899125  2.464478

Atoms 1-6, force components in eV/Å:
H 4.38 -1.81 1.63
N -2.33 1.42 -1.54
C -2.33 -3.03 1.90
C 0.08 -2.25 -0.19
N -2.20 1.02 -1.65
N -2.44 0.44 2.86

## Properties
Max |F| in eV/A: 7.9
Structure (SMILES): [H]/N=C(/C)NN/C(C=C)=N\[H]
Relative energy (zero: lowest compared OMol25 entry of this formula, charge and spin) in kJ/mol: 816.7
Frontier orbital gap in eV: 8.89
Highest occupied orbital energy in eV: -9.1


[10]
Molecular formula: C5H10N4
Method: DFT, wB97M-V/def2-TZVPD

Geometry (Å):
C  0.432452  2.513260  -0.392530
N  -0.818126  2.096961  -0.531678
N  -1.442945  1.774411  0.543227
C  -1.801350  0.625423  0.776861
N  -1.147718  -0.479137  0.225220
C  -1.879829  -1.729239  -0.425047
C  0.289464  -0.681970  -0.097915
N  1.185426  0.117599  0.345329
C  2.516067  -0.482133  0.340976
H  0.931509  2.478965  0.569966
H  0.862576  2.873993  -1.211673
H  -2.525357  0.490591  1.539118
H  -2.383718  -2.382248  0.372169
H  -2.697647  -1.506853  -0.943918
H  -0.908357  -2.119171  -1.093674
H  0.493124  -1.671403  -0.698840
H  3.302877  0.185002  -0.172934
H  2.962196  -0.801694  1.243941
H  2.629357  -1.302349  -0.388590

Atoms 1-6, force components in eV/Å:
C -4.82 -1.83 2.64
N 5.19 1.91 -1.77
N -1.76 2.53 1.57
C 0.98 -2.59 0.30
N 1.12 -4.14 -3.24
C 4.93 -0.32 2.96

## Properties
Max |F| in eV/A: 5.8
Structure (SMILES): C=N/N=C\N(C)/C=N/C
Relative energy (zero: lowest compared OMol25 entry of this formula, charge and spin) in kJ/mol: 539.5
Frontier orbital gap in eV: 9.35
Highest occupied orbital energy in eV: -8.5


[11]
Molecular formula: C5H10N4O2
Method: DFT, wB97M-V/def2-TZVPD

Geometry (Å):
C  -2.053669  -1.462606  0.825618
C  -0.691418  -0.804887  0.615156
C  0.101920  -1.107274  -0.601503
N  1.305933  -0.111986  -0.300270
N  2.466398  -0.836043  -0.459076
O  3.521480  -0.375020  0.158824
C  1.303070  1.327819  -0.126160
C  0.105210  1.609657  0.788458
N  -1.102079  0.610892  0.462886
N  -1.839668  1.013630  -0.568547
O  -2.824575  0.203131  -0.912460
H  -1.796839  -2.531313  1.358490
H  -2.331301  -1.587118  -0.369880
H  -2.891246  -0.880188  1.228490
H  -0.284995  -0.589380  1.556085
H  -0.300149  -0.819259  -1.612518
H  0.271804  -2.153713  -0.588478
H  2.140997  1.795025  0.401022
H  0.978993  1.695335  -1.139809
H  -0.283363  2.582103  0.300725
H  0.516099  1.751904  1.940599

Atoms 1-6, force components in eV/Å:
C 0.94 -4.78 -2.89
C -5.03 2.74 0.36
C 1.18 3.15 0.10
N 3.62 -4.51 -1.26
N 2.51 2.12 3.34
O -4.40 -1.03 -2.89

## Properties
Max |F| in eV/A: 5.9
Structure (SMILES): C[C@H]1CN(N=O)CCN1N=O
Relative energy (zero: lowest compared OMol25 entry of this formula, charge and spin) in kJ/mol: 818.6
Frontier orbital gap in eV: 9.25
Highest occupied orbital energy in eV: -9.3


[12]
Molecular formula: C5H10N4OS2
Method: DFT, wB97M-V/def2-TZVPD

Geometry (Å):
C  2.958894  -0.884829  -0.738231
C  3.160214  0.327041  -0.248669
C  2.049398  1.164460  0.209543
S  0.707415  0.169804  0.915455
N  -0.422290  0.520044  -0.275069
N  -1.008334  -0.632938  -0.843782
C  -1.752392  -1.401967  0.181379
N  -2.381659  -2.425994  -0.376236
O  -1.881564  -1.011441  1.306547
C  -1.680419  1.386585  0.253924
N  -1.685163  1.721749  1.520206
S  -2.641555  1.729608  -0.968142
H  3.770433  -1.570493  -1.127398
H  1.924530  -1.381999  -0.873691
H  4.051965  0.792987  -0.311875
H  1.593190  1.647633  -0.682119
H  2.269152  1.950801  0.909475
H  -0.299563  -1.203700  -1.327866
H  -2.403484  -2.351428  -1.423084
H  -3.283606  -2.642290  0.116919
H  -0.842856  1.488554  2.102345
H  -2.202305  2.607804  1.680378

Atoms 1-6, force components in eV/Å:
C -0.25 -2.41 -1.22
C -2.23 -1.80 -0.42
C -1.58 0.43 -0.44
S 0.87 0.24 0.86
N -2.76 0.79 1.14
N 0.18 -1.11 1.17

## Properties
Max |F| in eV/A: 3.9
Structure (SMILES): C=CCSN(NC(N)=O)C(N)=S
Relative energy (zero: lowest compared OMol25 entry of this formula, charge and spin) in kJ/mol: 20.4
Frontier orbital gap in eV: 8.67
Highest occupied orbital energy in eV: -8.0